1.
55
Properties=species:S:1:pos:R:3 method="wB97M-V/def2-TZVPD" multiplicity=1 homo_ev=-11.1 e_lumo_ev=-3.917 total_charge=+1 gap_ev=7.1759 de_lowest_ev=0.000 max_force_ev_per_a=0.40
H 0.3920 -0.1187 2.7012
C 2.4462 -2.5309 1.7716
C 2.1635 3.7159 -0.0074
H 4.4857 0.9326 1.8932
H 1.5554 1.1713 3.0266
C 4.3390 -0.1496 1.9060
I -6.5301 -3.4217 -0.0004
H 4.6656 -0.5140 2.8846
Si 2.5734 -0.6780 1.6420
H -1.1566 3.1562 -0.0381
H 1.6139 -0.4163 -3.9234
H -4.9885 1.6972 0.0660
C 1.4363 0.0239 -2.9401
C -4.3621 0.8174 0.0445
H 0.3887 -0.2046 -2.6899
H 3.6362 2.1493 0.0116
H -3.9031 -4.9667 -0.0514
Si 2.5884 -0.6868 -1.6255
C -2.6962 -1.3303 -0.0089
H 4.6712 -0.4863 -2.8773
H 3.2287 -3.0230 -1.0466
H 4.9972 -0.5942 1.1567
H 4.4486 0.9765 -1.9194
C -2.9759 0.9620 0.0325
H 2.8874 4.5210 -0.0037
H 1.5182 -2.9109 -1.4668
C 0.7964 4.0101 -0.0214
C -4.0810 -1.5738 0.0022
C 1.6369 1.3767 -0.0034
C 4.3363 -0.1098 -1.9061
Al -0.1211 -0.2567 -0.0162
H 2.6868 -2.8478 2.7900
I -0.8058 -5.2110 -0.0870
H 5.0106 -0.5154 -1.1492
C -4.5014 -2.9299 -0.0144
H 3.1335 -3.0439 1.0965
H 0.4423 5.0305 -0.0287
C 2.5861 2.4057 0.0011
H 1.4339 -2.8711 1.5354
H -5.9888 -0.5642 0.0388
C -2.1868 -3.6641 -0.0503
O -0.4713 -1.9701 -0.0429
C -4.9137 -0.4402 0.0294
H -2.5315 1.9433 0.0455
C -3.5772 -3.9362 -0.0395
C 2.5166 -2.5441 -1.7214
C -1.7439 -2.3714 -0.0360
C -0.0946 2.9724 -0.0260
C 1.8488 -0.0852 0.0030
C 1.4453 0.0864 2.9460
H 1.5178 1.1097 -3.0395
H 1.6154 -0.3413 3.9361
H 2.7552 -2.8711 -2.7370
N 0.3126 1.6850 -0.0167
N -2.1524 -0.0744 0.0060


2.
56
Properties=species:S:1:pos:R:3 method="wB97M-V/def2-TZVPD" multiplicity=3 s_squared=2.01 homo_ev="-3.2 / -4.8" e_lumo_ev="2.949 / 2.861" total_charge=-1 gap_ev="6.1611 / 7.6907" de_lowest_ev=0.000 max_force_ev_per_a=0.17
H -4.9066 0.8540 -0.6026
C 3.2175 -2.1539 1.8687
H -0.1827 -1.5260 4.0978
H -3.5540 -2.4470 -2.8322
C 2.4375 1.2323 -1.2136
H -1.0375 1.1787 -2.3804
C 2.4763 -2.1207 0.6786
C 5.0564 3.1142 -3.1010
H -2.0815 -1.7709 -3.5345
H -0.7393 2.7974 0.9215
C 5.8727 2.6538 -0.8962
H 2.8128 -2.2447 -0.3380
C 2.2842 -1.8876 2.8491
C -0.5958 2.4093 3.1363
Pd -0.3579 -0.2968 -0.3039
H 2.3806 -1.8067 3.9196
H 4.5340 1.5688 0.3885
H -4.9558 -0.0024 -3.8567
C -2.1564 -2.9908 2.9088
N -0.4386 0.2369 2.7577
C 1.3958 0.6597 -0.9404
H -4.4572 1.6298 -3.3907
N 1.2001 -1.8654 0.9212
C 3.6583 1.9011 -1.5347
C -0.6481 2.1323 1.7644
C 3.8684 2.4689 -2.7983
H -3.4371 0.6701 -4.4633
H 5.1944 3.5456 -4.0856
H -3.2572 -2.8497 -0.1414
H -1.9865 -3.2278 3.9458
N -1.4069 -2.0580 2.2950
C -3.0617 -3.4893 1.9974
H 6.6530 2.7229 -0.1472
C -1.7032 0.8836 -1.5665
H -0.6467 3.3678 3.6223
H -0.3671 0.8788 4.7591
C 6.0667 3.2121 -2.1531
C -2.7779 -2.7811 0.8215
H 6.9945 3.7177 -2.3912
C -4.4379 -0.1307 -0.6905
H -3.8119 -4.2447 2.1558
C -2.6768 -1.8285 -2.6185
H 3.0798 2.3942 -3.5356
H -1.9821 1.7831 -1.0087
H -5.2323 -0.8600 -0.8734
H -3.9699 -0.3613 0.2667
N -1.7861 -1.9223 1.0081
N 1.0890 -1.7183 2.2557
Si -3.1687 -0.0825 -2.0863
C -4.0942 0.6186 -3.5913
C -0.4544 1.1688 3.7254
B -0.2324 -1.2876 2.9162
H 4.2701 -2.3414 1.9935
H -2.0675 -2.3390 -1.8695
C 4.6873 2.0067 -0.5895
N -0.5597 0.8280 1.5597